1.
{
  "formula": "C6H11N3O",
  "method": "the ωB97M-V functional and the def2-TZVPD basis",
  "smiles": "Cc1c[nH]cn1.CC(N)=O",
  "de_lowest_ev": 0.512,
  "homo_ev": -8.99,
  "species": ["C", "C", "C", "N", "C", "N", "H", "H", "H", "H", "H", "H", "C", "C", "N", "O", "H", "H", "H", "H", "H"],
  "positions_angstrom": [[1.480232, 2.423045, 1.135822], [1.198147, 1.655130, -0.068306], [0.007072, 1.319523, -0.620917], [0.303871, 0.559511, -1.767277], [1.650723, 0.589305, -1.867739], [2.233267, 1.205743, -0.873699], [0.587547, 2.848751, 1.602073], [2.158531, 3.267458, 0.984915], [1.993879, 1.881970, 1.936252], [-1.015829, 1.533820, -0.365906], [-0.363192, 0.323204, -2.479613], [2.277510, 0.123622, -2.613743], [-1.738921, -1.471461, 2.253582], [-1.656752, -1.804223, 0.769265], [-0.372867, -2.244613, 0.416701], [-2.579588, -1.869970, 0.008043], [-0.795255, -0.959515, 2.474643], [-1.676630, -2.394166, 2.814666], [-2.552951, -0.813519, 2.529218], [-0.360483, -2.655121, -0.515431], [0.319899, -1.515719, 0.481061]],
  "forces_ev_per_a": [[0.275, 1.133, 1.696], [0.345, -0.148, -0.776], [-0.367, -0.734, -0.680], [-0.050, 1.025, 0.695], [1.139, -0.261, 0.038], [-0.568, -0.113, 0.227], [-0.096, -0.148, -0.195], [-0.105, -0.031, -0.502], [-0.142, -0.468, -0.228], [0.010, -0.026, 0.160], [0.062, -0.174, -0.030], [-0.572, -0.149, -0.360], [1.077, 0.803, -0.738], [0.487, -0.665, 0.817], [-0.120, -0.045, -0.575], [-0.806, 0.075, -0.361], [-0.125, 0.087, 0.234], [-0.381, -0.204, 0.123], [-0.307, -0.258, -0.054], [-0.111, 0.289, 0.174], [0.354, 0.012, 0.334]]
}



2.
{
  "formula": "C23H26N2O3",
  "method": "the ωB97M-V functional and the def2-TZVPD basis",
  "smiles": "COc1c(C)cc(C(=O)[C@H]2CCCN(C(=O)/C=C/c3ccccn3)C2)cc1C",
  "de_lowest_ev": 2.650,
  "homo_ev": -8.73,
  "species": ["C", "O", "C", "C", "C", "C", "C", "C", "O", "C", "C", "C", "C", "N", "C", "O", "C", "C", "C", "C", "C", "C", "C", "N", "C", "C", "C", "C", "H", "H", "H", "H", "H", "H", "H", "H", "H", "H", "H", "H", "H", "H", "H", "H", "H", "H", "H", "H", "H", "H", "H", "H", "H", "H"],
  "positions_angstrom": [[4.087782, 5.846298, -2.077144], [4.632277, 4.702285, -1.453113], [3.935061, 3.522248, -1.482466], [2.578856, 3.387842, -1.158845], [1.739300, 4.540706, -0.683766], [2.000300, 2.128671, -1.220497], [2.730219, 0.999353, -1.577721], [2.163007, -0.362668, -1.675001], [2.788354, -1.272528, -2.179034], [0.751849, -0.588067, -1.153984], [-0.237045, -0.377325, -2.311048], [-1.655569, -0.717562, -1.862123], [-1.703165, -2.143456, -1.303413], [-0.760375, -2.273893, -0.218051], [-1.068738, -2.181233, 1.104962], [-0.216334, -1.952529, 1.949203], [-2.477967, -2.431900, 1.484240], [-2.988723, -1.897878, 2.596477], [-4.348143, -2.135631, 3.052279], [-4.782216, -1.635108, 4.283730], [-6.079546, -1.887317, 4.690425], [-6.908868, -2.624818, 3.859348], [-6.388566, -3.074929, 2.653178], [-5.154886, -2.841865, 2.257065], [0.603908, -2.021296, -0.626812], [4.088969, 1.153536, -1.858478], [4.698822, 2.388810, -1.809879], [6.158399, 2.549605, -2.100636], [4.940204, 6.420587, -2.444109], [3.524439, 6.469105, -1.377489], [3.450846, 5.577497, -2.922902], [1.428999, 5.182125, -1.508008], [0.842115, 4.165341, -0.196909], [2.290485, 5.140941, 0.036842], [0.952302, 2.049055, -0.976392], [0.525851, 0.099813, -0.336470], [-0.188875, 0.654204, -2.666274], [0.051542, -1.029925, -3.138717], [-2.346480, -0.629902, -2.701916], [-1.973998, -0.021558, -1.082315], [-2.712277, -2.375469, -0.967693], [-1.420391, -2.853320, -2.089112], [-3.084003, -3.100889, 0.893430], [-2.372083, -1.251944, 3.207178], [-4.105522, -1.066842, 4.903710], [-6.440322, -1.514857, 5.638736], [-7.928216, -2.843798, 4.136304], [-6.994824, -3.653336, 1.966986], [1.249640, -2.170225, 0.240019], [0.883224, -2.730944, -1.410573], [4.657386, 0.274685, -2.123542], [6.309540, 3.298848, -2.875892], [6.678761, 2.895687, -1.209142], [6.591519, 1.606980, -2.422180]],
  "forces_ev_per_a": [[-0.006, 0.321, -0.163], [-0.124, -0.375, 0.318], [-0.108, -0.411, -0.103], [0.167, 0.297, 0.003], [0.068, 0.018, -0.047], [0.184, -0.343, -0.116], [0.477, 0.432, -0.053], [-0.403, -0.102, 0.206], [-0.023, -0.009, 0.023], [0.115, -0.426, -0.231], [-0.154, 0.200, 0.203], [0.111, -0.215, -0.141], [-0.385, 0.272, -0.125], [0.138, -0.145, -0.062], [0.129, -0.038, 0.081], [0.070, 0.150, 0.170], [-0.315, 0.084, 0.460], [0.610, -0.036, -0.503], [-0.551, 0.035, 0.389], [0.081, -0.108, -0.238], [-0.111, -0.079, -0.091], [0.108, 0.086, 0.095], [-0.315, -0.074, 0.097], [0.301, -0.030, -0.239], [0.456, 0.110, 0.190], [-0.254, 0.045, 0.035], [-0.020, 0.224, -0.005], [-0.035, 0.061, 0.011], [-0.103, -0.003, -0.005], [0.014, -0.083, -0.054], [0.001, -0.021, 0.023], [-0.022, 0.108, 0.025], [-0.037, 0.011, 0.025], [-0.020, 0.113, 0.043], [-0.129, -0.027, 0.060], [0.008, 0.007, -0.021], [0.015, -0.011, -0.081], [0.050, 0.000, -0.049], [-0.055, 0.032, 0.003], [-0.074, 0.019, 0.017], [0.078, -0.061, -0.050], [-0.090, -0.004, 0.040], [-0.113, 0.008, -0.062], [0.133, 0.016, 0.019], [0.077, 0.049, 0.037], [-0.013, 0.019, 0.048], [-0.081, -0.028, -0.002], [-0.122, -0.032, 0.018], [-0.058, -0.049, -0.176], [-0.019, 0.059, 0.051], [0.071, -0.063, -0.033], [0.097, 0.020, -0.034], [0.133, 0.035, 0.009], [0.049, -0.057, -0.016]]
}



3.
{
  "formula": "C5H11BrN3O2",
  "method": "the ωB97M-V functional and the def2-TZVPD basis",
  "smiles": "COCCNC(=O)N/[NH+]=C\\Br",
  "de_lowest_ev": 3.528,
  "total_charge": 1,
  "homo_ev": -12.96,
  "species": ["C", "O", "C", "C", "N", "C", "O", "N", "N", "C", "Br", "H", "H", "H", "H", "H", "H", "H", "H", "H", "H", "H"],
  "positions_angstrom": [[2.797826, -1.599142, 0.212163], [2.222381, -0.363959, -0.106971], [1.732833, 0.301825, 1.064608], [0.258867, 0.005665, 1.243058], [-0.443701, 0.420902, 0.011331], [-1.224482, 1.531260, 0.116728], [-1.309008, 2.231679, 1.075227], [-2.169327, 1.680708, -0.960338], [-2.305687, 0.689550, -1.910209], [-2.342135, -0.526553, -1.467681], [-3.029929, -0.775709, 0.254078], [1.915939, -2.320185, 0.619178], [3.543656, -1.619300, 1.003959], [3.241985, -2.118606, -0.707682], [2.258486, -0.173791, 1.936994], [1.840764, 1.347596, 0.700839], [0.044693, -1.025110, 1.379479], [-0.169735, 0.545097, 2.137472], [-0.062744, 0.059945, -0.825328], [-2.908691, 2.322357, -0.864258], [-1.734389, 0.798682, -2.737494], [-2.157606, -1.412909, -2.175146]],
  "forces_ev_per_a": [[-1.903, -3.362, -0.523], [0.445, -0.211, 0.041], [0.167, -0.732, -0.682], [-0.375, 1.417, 0.157], [0.227, 0.850, 1.596], [-0.523, -0.860, -0.737], [-0.228, 0.679, 0.173], [1.224, 0.074, -0.366], [1.748, -0.421, 0.942], [-1.792, -1.699, 0.292], [-0.394, -1.055, -1.057], [1.926, 1.193, -0.882], [0.193, 0.614, 0.025], [-0.746, 1.048, 1.208], [-0.045, 1.563, -0.449], [0.257, -0.278, 1.604], [0.088, -1.137, 0.168], [0.476, -0.389, -1.175], [0.614, -0.041, -0.849], [-0.888, 0.885, 0.093], [-0.320, 0.436, -0.805], [-0.152, 1.426, 1.227]]
}



4.
{
  "formula": "C5H10FNO4",
  "method": "the ωB97M-V functional and the def2-TZVPD basis",
  "smiles": "C[C@H](O)C(F)([C@H](C)O)[N+](=O)[O-]",
  "de_lowest_ev": 4.251,
  "homo_ev": -10.94,
  "species": ["C", "C", "O", "C", "F", "C", "C", "O", "N", "O", "O", "H", "H", "H", "H", "H", "H", "H", "H", "H", "H"],
  "positions_angstrom": [[0.620083, -1.892181, -0.889482], [0.084156, -1.174717, 0.420230], [-0.850552, -2.061413, 1.051331], [-0.588748, 0.196784, 0.123795], [-1.030479, 0.567129, 1.561950], [0.268952, 1.336299, -0.391749], [1.649565, 1.399114, 0.478187], [-0.433802, 2.578000, -0.527566], [-1.947576, -0.007286, -0.546984], [-2.842681, -0.313338, 0.169231], [-1.990501, 0.103168, -1.760990], [0.540015, -2.956170, -0.608699], [1.668297, -1.653218, -1.089126], [0.008155, -1.640833, -1.672770], [0.933823, -0.855465, 1.083577], [-1.260579, -1.786309, 1.877810], [0.410370, 1.111040, -1.403618], [1.508778, 1.254623, 1.691593], [2.005544, 2.406387, 0.313638], [2.352486, 0.722421, 0.018293], [-1.105305, 2.665957, 0.101356]],
  "forces_ev_per_a": [[0.794, -0.436, 3.775], [0.227, 0.300, -0.210], [0.964, -0.243, -1.100], [-1.051, 0.008, 3.751], [0.959, -0.107, -2.779], [-0.020, 0.349, 2.103], [-2.364, 0.440, 1.313], [1.916, -0.787, -0.969], [0.935, 0.347, -0.605], [-1.099, -0.182, 0.362], [0.411, -0.040, 0.249], [0.085, 0.368, -0.553], [-0.247, 0.107, 0.026], [-1.382, 0.309, -2.118], [-0.809, -0.732, -0.381], [0.387, 0.788, -0.147], [1.107, -0.674, -1.525], [0.224, 0.169, -3.380], [0.202, 0.244, 0.075], [0.260, -0.404, 0.282], [-1.500, 0.175, 1.831]]
}



5.
{
  "formula": "C2H3F2N",
  "method": "the ωB97M-V functional and the def2-TZVPD basis",
  "de_lowest_ev": 3.024,
  "homo_ev": -10.05,
  "species": ["C", "C", "N", "F", "F", "H", "H", "H"],
  "positions_angstrom": [[0.591085, 0.241925, 0.383012], [-0.664755, 0.158997, -0.336761], [-0.018558, -1.007448, 0.063139], [1.665896, 0.698983, -0.147578], [-1.863181, 0.632530, 0.109723], [0.675657, 0.662830, 2.006135], [-0.697776, 0.269022, -1.472290], [0.311633, -1.656836, -0.605379]],
  "forces_ev_per_a": [[-1.848, 0.153, 5.205], [-0.710, 1.486, -3.374], [-0.066, 0.010, 2.351], [2.243, 0.521, -1.324], [0.037, -0.813, 0.706], [-0.442, -1.252, -4.359], [0.352, 0.422, 1.511], [0.434, -0.527, -0.716]]
}



6.
{
  "formula": "C23H26N2O3",
  "method": "the ωB97M-V functional and the def2-TZVPD basis",
  "de_lowest_ev": 19.705,
  "homo_ev": -8.68,
  "species": ["O", "C", "N", "C", "C", "C", "C", "H", "C", "H", "C", "O", "H", "H", "H", "H", "H", "H", "H", "H", "H", "H", "C", "C", "C", "C", "C", "C", "H", "H", "O", "C", "N", "C", "H", "C", "H", "H", "C", "C", "C", "C", "C", "C", "C", "H", "H", "H", "H", "H", "H", "H", "H", "H"],
  "positions_angstrom": [[-0.616638, 2.943121, 0.180198], [0.219213, 2.177495, -0.372296], [1.378043, 2.689265, -0.982429], [2.406528, 2.069750, -1.594450], [3.625382, 2.587268, -1.188772], [3.912045, 4.181356, -1.262856], [2.763259, 5.002940, -0.469471], [2.912642, 5.853952, -0.895446], [1.487451, 4.326420, -1.142858], [0.638951, 4.646320, -0.311214], [1.197570, 4.893132, -2.370980], [1.964502, 4.711911, -3.608828], [1.561438, 3.811098, -3.894442], [1.016671, 5.966915, -2.223444], [-0.040470, 4.526750, -2.720244], [2.924216, 4.773577, 0.584659], [3.774207, 4.348264, -2.307355], [4.895372, 4.510410, -0.838014], [4.651886, 1.868882, -1.541681], [3.915163, 2.426422, 0.137187], [2.319394, 1.065804, -1.451360], [2.613843, 2.326028, -2.564457], [0.346746, 0.776819, -0.359296], [0.648166, 0.203735, 0.882059], [0.520080, -1.416114, 0.515417], [-0.135809, -1.993509, -0.396790], [-0.612889, -1.157624, -1.587768], [-0.129838, 0.030047, -1.553725], [-0.503459, 0.844947, -2.348655], [-0.880494, -1.723357, -2.363252], [-0.141000, -3.302705, -0.154498], [0.153695, -3.326634, 1.041825], [0.588500, -2.250190, 1.736955], [0.000240, -4.572092, 1.808954], [0.347037, -4.433605, 2.876593], [-1.125603, -5.367360, 1.812129], [-1.578975, -5.435506, 0.540202], [-1.215092, -6.177200, 2.425728], [-2.316805, -4.443043, 2.492670], [-2.488583, -3.051261, 1.878851], [-3.347945, -3.066989, 0.732197], [-3.363451, -1.715182, 0.115771], [-3.167663, -0.580394, 0.546325], [-2.701436, -0.604471, 1.809044], [-2.251455, -1.887504, 2.341809], [-2.010003, -2.041370, 3.451728], [-2.465406, 0.203262, 2.359979], [-3.542107, 0.219209, 0.131575], [-3.899100, -1.970057, -1.126598], [-3.401866, -3.916251, 0.077687], [-3.254056, -5.099210, 2.474798], [-2.019134, -4.330937, 3.472670], [0.794767, -5.529629, 1.355246], [0.826826, 0.636513, 1.722519]],
  "forces_ev_per_a": [[1.536, -2.466, -1.314], [1.282, 5.563, -0.057], [-3.955, 6.682, 0.884], [-0.065, -0.888, -0.415], [10.467, 0.642, 7.449], [-0.732, -1.638, 1.266], [0.607, -9.276, -0.913], [0.326, 6.027, -1.401], [-1.026, -1.993, 8.532], [1.537, -0.815, -2.740], [-6.050, 1.129, -5.763], [-1.549, -2.742, 0.923], [1.470, 2.335, 0.193], [0.487, -0.170, -0.191], [3.393, 0.912, 1.128], [-0.479, 0.705, -0.093], [0.478, 1.008, -0.755], [-0.625, -0.834, -0.784], [-3.173, 2.370, 0.343], [-1.340, 0.067, -3.396], [0.216, -2.969, -0.020], [-1.352, 0.040, -3.863], [-1.270, -3.714, 2.764], [-2.454, -7.154, -11.466], [2.545, 7.505, 11.029], [-1.809, 2.736, -7.673], [2.668, -4.769, 4.589], [-0.916, 7.510, -0.772], [1.144, -2.152, 1.248], [-1.843, -1.412, -3.301], [-2.746, -0.665, -4.738], [2.766, -1.525, 10.048], [-0.444, -1.890, -5.945], [7.421, -3.043, 0.398], [-0.105, 0.287, -1.263], [-8.628, 3.421, -4.542], [1.421, -0.666, 3.888], [0.589, -2.748, 0.764], [-0.076, -1.327, -2.206], [-4.827, -7.285, -4.484], [3.762, 4.322, -1.005], [-5.586, -14.380, -8.874], [1.943, 4.403, 4.895], [2.365, -4.434, 1.536], [0.310, 6.424, 5.678], [0.535, 1.481, -1.385], [0.384, 2.832, 1.827], [-1.247, 4.413, -2.419], [1.549, 1.482, 3.609], [-0.723, -0.339, 0.023], [1.001, 1.363, -0.070], [0.607, 0.139, 2.526], [-1.055, 3.194, 1.042], [1.266, 2.297, 5.266]]
}